{"formula": "C13H19F3N4O8SSiW", "method": "the ωB97M-V functional and the def2-TZVPD basis", "species": ["W", "C", "C", "C", "C", "C", "C", "N", "N", "Si", "C", "C", "C", "H", "H", "H", "H", "H", "H", "H", "H", "H", "H", "H", "H", "H", "H", "H", "O", "C", "O", "C", "O", "O", "F", "C", "F", "F", "S", "O", "O", "O", "N", "C", "N", "O", "H", "H", "H", "H"], "coordinates": [[0.64440, -0.22748, 0.11946], [0.00486, 3.06227, 2.11432], [-1.04567, 2.41836, 1.26368], [-2.27976, 3.01769, 1.07699], [-3.27207, 2.38181, 0.33893], [-3.00934, 1.13241, -0.20066], [-1.75676, 0.57579, -0.00645], [-0.76729, 1.20194, 0.72259], [-1.28076, -0.61635, -0.45618], [-2.20639, -2.07239, -0.13607], [-1.12904, -3.62687, -0.31329], [-3.65188, -2.20686, -1.38767], [-2.70846, -1.87377, 1.70170], [-0.44789, 3.67244, 2.89183], [0.65410, 3.69416, 1.50560], [0.62156, 2.29464, 2.57745], [-2.47884, 3.97246, 1.53611], [-4.23380, 2.84459, 0.19559], [-3.74446, 0.59462, -0.76990], [-0.58112, -3.64019, -1.24979], [-1.74667, -4.51856, -0.28102], [-0.40941, -3.70984, 0.49782], [-3.27880, -2.12951, -2.40619], [-4.41854, -1.45088, -1.25074], [-4.13404, -3.17314, -1.28745], [-1.83311, -1.51473, 2.25032], [-3.02981, -2.80556, 2.15343], [-3.50478, -1.14862, 1.83853], [2.65723, -3.36873, -0.87606], [1.92000, -2.59724, -0.30018], [1.09519, -1.77222, -0.93117], [1.79570, -2.47762, 1.23299], [2.34204, -3.22549, 2.01860], [0.97818, -1.50032, 1.56645], [4.33943, 2.49466, 2.08313], [4.50404, 1.37642, 1.37514], [4.75722, 0.38091, 2.20778], [5.55579, 1.54303, 0.57696], [2.93076, 1.09817, 0.39735], [1.90893, 1.04481, 1.43840], [2.88080, 2.22497, -0.48198], [3.02193, -0.20591, -0.24146], [2.03763, -0.05110, -3.00132], [1.48767, 1.08488, -2.54047], [1.65231, 2.23468, -3.24757], [0.73059, 1.08758, -1.53201], [2.74268, -0.03145, -3.71923], [1.90356, -0.90988, -2.45851], [2.46769, 2.35797, -3.82618], [1.31440, 3.06345, -2.77961]], "atomic_forces_ev_per_a": [[0.132, 0.823, -0.181], [0.059, -0.150, 0.070], [0.470, -0.310, 0.056], [-0.044, -0.076, -0.023], [0.523, -0.608, -0.080], [-0.366, 0.562, 0.093], [0.406, 0.251, 0.386], [-2.471, 1.121, -0.073], [0.099, 0.051, 0.184], [-0.358, -0.863, 0.260], [-0.294, 0.669, 0.010], [0.583, 0.125, 0.656], [0.099, -0.069, -0.790], [-0.084, 0.091, -0.059], [0.064, -0.015, 0.012], [-0.114, 0.267, 0.044], [0.089, 0.087, 0.084], [-0.160, 0.082, -0.003], [-0.108, -0.085, -0.147], [0.043, 0.008, -0.168], [-0.249, -0.123, 0.039], [0.024, 0.010, 0.118], [0.132, 0.030, -0.100], [-0.105, 0.145, 0.052], [-0.091, -0.248, 0.055], [0.028, -0.078, -0.028], [-0.051, -0.226, 0.054], [-0.158, 0.159, -0.005], [-0.893, 0.948, 0.747], [1.327, -2.015, -0.687], [0.201, -0.748, -1.099], [0.605, -1.295, 1.394], [-0.546, 0.808, -1.136], [0.067, -0.587, 0.809], [-0.125, 0.032, -0.013], [-0.082, 0.036, 0.053], [-0.160, -0.204, -0.024], [-0.265, -0.118, -0.208], [3.005, 2.016, -0.039], [-0.876, -0.383, 0.277], [0.325, 0.161, 0.222], [-0.262, -0.383, 0.121], [-0.019, 0.233, 0.216], [-0.183, -0.438, -0.503], [-0.114, -0.117, 0.363], [-0.121, 0.311, -0.851], [-0.118, -0.017, 0.042], [0.089, 0.370, -0.224], [-0.103, -0.110, 0.017], [0.149, -0.133, 0.006]], "mulliken_spin": [1.64, 0.01, 0.05, -0.01, 0.04, -0.02, -0.03, 0.03, 0.02, 0.01, 0.00, 0.00, 0.00, 0.00, 0.00, 0.00, 0.00, 0.00, 0.00, 0.00, 0.00, 0.00, 0.00, 0.00, 0.00, 0.00, 0.00, 0.00, 0.02, 0.02, 0.01, 0.02, 0.03, 0.02, 0.00, 0.00, 0.00, 0.00, 0.06, 0.03, 0.00, 0.01, 0.01, 0.00, 0.01, 0.02, 0.00, 0.00, 0.00, 0.00], "e_tot_ha": -2382.29685, "multiplicity": 3, "de_lowest_ev": 0.4484, "molar_mass_g_mol": 660.3, "homo_lumo_gap_ev": [7.566, 8.394]}